DFT (wB97M-V/def2-TZVPD) results for a 3-piece molecular cluster, C3H7O2 overall at a distorted geometry.

```
12
Properties=species:S:1:pos:R:3:forces:R:3
C -0.0887 -1.0631 -0.7110 -1.909 -4.471 3.943
O -0.6549 -2.2027 -0.4667 1.612 4.230 -2.118
H 0.7872 -0.8872 -0.0634 0.252 0.441 -1.069
H -0.5809 -0.1866 -1.1386 -0.050 -0.282 -0.739
H -4.6120 -4.0330 -2.2634 -0.101 0.247 -0.124
C -0.3410 1.4296 1.3332 0.535 -1.911 -0.420
C 0.6734 1.7332 0.4193 0.147 0.805 0.164
O 1.7101 1.1668 -0.0536 -0.758 -0.443 0.466
H -1.0202 2.2207 1.5113 -0.740 0.682 0.094
H -0.6555 0.4323 1.7799 0.973 1.169 -0.558
H 0.5392 2.7915 0.0410 -0.065 -0.221 0.236
H -4.3607 -4.6486 -1.9539 0.102 -0.246 0.124
```
Forces are in eV/Å.

- Total energy: -268.89993 Eh
- Energy relative to the best compared isomer or geometry (same formula, charge and spin): 3.8118 eV
- Charge: -1
- Frontier orbital gap: 6.933 eV


DFT (wB97M-V/def2-TZVPD) results for C3H7O2PS2 as an isolated structure at a distorted geometry.

```
15
Properties=species:S:1:pos:R:3:forces:R:3
C 2.2755 -1.0447 -0.5568 1.111 -1.777 0.208
C 1.2956 0.4459 0.7074 -0.951 0.865 -0.124
C 1.7062 -0.7978 0.8584 1.988 -0.537 -0.060
O -1.9126 1.2988 1.0509 1.339 -0.579 2.638
O -3.3273 0.8735 -0.9024 -1.981 -1.546 -1.777
P -1.8212 0.6912 -0.4123 -0.366 -2.173 0.095
S 1.7355 0.6348 -1.0243 -0.041 0.289 0.439
S -1.2721 -1.1635 -0.4693 -0.255 0.329 -0.325
H 3.4268 -1.2785 -0.7330 -2.399 0.736 0.693
H 1.7040 -1.8719 -1.0639 0.393 1.004 0.246
H -1.0018 1.6487 -1.0377 -0.555 -0.139 -0.216
H 0.6553 1.0819 1.3552 1.001 -0.222 -0.611
H 1.8093 -1.3841 1.7770 -0.325 -0.037 -0.553
H -1.3984 0.7979 1.7994 -1.587 1.119 -2.425
H -3.8749 0.0678 -1.3485 2.630 2.667 1.772
```
Forces are in eV/Å.

- Total energy: -1406.69795 Eh
- Energy relative to the best compared isomer or geometry (same formula, charge and spin): 0.4656 eV
- Frontier orbital gap: 8.762 eV


DFT (wB97M-V/def2-TZVPD) results for a 2-piece molecular cluster, C3H7O2S overall.

```
13
Properties=species:S:1:pos:R:3:forces:R:3
C -1.2183 0.8157 -0.2014 -0.153 0.184 -0.456
S -1.9842 -0.7128 0.3713 -0.534 0.091 -0.141
C -0.6338 -1.8806 0.1956 0.434 -0.079 -0.130
H -0.5951 0.6583 -1.0803 0.297 -0.282 0.291
H -0.6537 1.2582 0.6087 0.223 0.147 -0.114
H -1.9777 1.5141 -0.5630 -0.265 -0.127 0.420
H 0.3219 -1.3474 0.2385 -0.050 -0.049 0.116
H -0.7070 -2.6081 0.9983 0.041 -0.005 0.178
H -0.6727 -2.4252 -0.7460 -0.122 0.075 -0.144
O 1.9432 -0.0529 -0.1451 -0.012 -0.187 0.009
C 2.0426 1.1771 0.0595 0.100 0.034 -0.036
O 2.6860 1.7932 0.9260 -0.026 0.054 -0.008
H 1.4489 1.8105 -0.6621 0.068 0.144 0.015
```
Forces are in eV/Å.

- Total energy: -667.22207 Eh
- Energy relative to the best compared isomer or geometry (same formula, charge and spin): 0.5772 eV
- Charge: -1
- Frontier orbital gap: 7.519 eV


DFT (wB97M-V/def2-TZVPD) results for a 2-piece molecular cluster, C3H7O2S overall.

```
13
Properties=species:S:1:pos:R:3:forces:R:3
O 2.1256 -0.5078 3.4510 0.317 0.111 0.313
C 1.5103 -0.7513 2.4398 -0.477 -0.303 -0.041
C 1.8080 -0.1844 1.0918 -0.122 0.302 -0.305
C 0.5692 -0.2438 0.1843 0.327 0.590 0.007
S 0.0702 -1.9170 -0.2477 -0.097 -0.180 -0.091
H 0.6172 -1.4156 2.4719 0.214 0.116 -0.080
H 2.6147 -0.7470 0.6117 -0.001 -0.057 0.126
H 2.1391 0.8599 1.2214 0.110 -0.225 0.094
H 0.8218 0.3656 -0.6968 -0.157 -0.197 0.006
H -0.2175 0.3248 0.7017 -0.140 -0.149 -0.052
H -4.6531 1.4446 -3.2835 0.014 0.006 0.058
H -3.3860 1.0249 -4.0056 0.059 0.040 0.048
O -4.0195 1.7471 -3.9400 -0.046 -0.054 -0.085
```
Forces are in eV/Å.

- Total energy: -667.19834 Eh
- Energy relative to the best compared isomer or geometry (same formula, charge and spin): 1.2230 eV
- Charge: -1
- Frontier orbital gap: 5.860 eV


DFT (wB97M-V/def2-TZVPD) results for C3H7O2Tb as an isolated structure at a distorted geometry.

```
13
Properties=species:S:1:pos:R:3:forces:R:3
O 0.7300 -1.8127 -1.3103 1.737 1.423 -1.704
C -0.1195 -1.7668 -0.2218 -0.789 -1.483 1.980
C -0.1525 -0.4591 0.5602 0.290 -0.058 0.854
O 0.0464 0.6201 -0.3705 0.600 -0.661 -1.005
C -0.1341 1.9220 0.1780 -0.350 1.516 0.402
Tb 1.4085 -0.0907 -2.0369 -0.541 -0.560 0.367
H -1.1421 -1.9084 -0.6261 0.482 -0.714 0.618
H 0.6470 -0.4199 1.3172 -0.168 0.125 -0.233
H -1.1183 -0.3194 1.0674 0.250 -0.213 -0.235
H -0.1726 1.8702 1.2750 0.079 0.036 -0.392
H 0.7200 2.5333 -0.1307 -0.155 0.089 0.168
H -1.0632 2.3545 -0.2152 0.245 -0.152 0.193
H 0.3503 -2.5232 0.5137 -1.679 0.652 -1.014
```
Forces are in eV/Å.

- <S²>: 12.624
- Total energy: -1092.67892 Eh
- 2S+1: 7
- Energy relative to the best compared isomer or geometry (same formula, charge and spin): 0.5832 eV
- Charge: +2
- Frontier orbital gap (alpha / beta): 7.096 / 9.701 eV


DFT (wB97M-V/def2-TZVPD) results for C3H7O2Tm as an isolated structure at a distorted geometry.

```
13
Properties=species:S:1:pos:R:3:forces:R:3
C -0.0375 1.1786 -0.3436 -0.873 -0.696 -1.575
O -1.0370 0.9366 0.6831 1.298 0.593 0.367
C -1.6520 -0.2202 0.6680 0.418 -0.300 0.394
C -1.6605 -1.1320 -0.3491 0.964 -0.696 -0.045
H 2.6519 0.8183 0.6366 0.724 -3.321 -0.488
H -0.6231 1.5644 -1.1975 0.325 -0.731 -0.343
H 0.6593 2.0172 -0.2356 -0.263 -0.112 1.385
H -2.0715 -0.4727 1.6468 -0.167 0.229 -0.286
H -1.5253 -0.8291 -1.3924 -0.211 0.077 0.053
H -2.1109 -2.1039 -0.1500 -0.215 0.342 -0.225
Tm 0.9759 -1.0911 -0.6435 -1.409 1.294 0.270
O 2.7534 -0.2270 0.4236 -1.230 3.097 0.223
H 3.6773 -0.4391 0.2536 0.640 0.222 0.271
```
Forces are in eV/Å.

- <S²>: 2.007
- Total energy: -1353.40218 Eh
- 2S+1: 3
- Energy relative to the best compared isomer or geometry (same formula, charge and spin): 1.2730 eV
- Charge: +2
- Frontier orbital gap (alpha / beta): 8.028 / 6.708 eV


DFT (wB97M-V/def2-TZVPD) results for a 2-piece molecular cluster, C3H7O3 overall.

```
13
Properties=species:S:1:pos:R:3:forces:R:3
C -0.6234 0.7379 2.4910 0.844 0.490 -0.110
C -0.1934 0.1909 1.1055 0.055 0.188 0.210
O -0.8515 0.6481 0.1352 -0.134 0.057 -0.250
O 0.7497 -0.6234 1.0912 -0.059 0.021 -0.095
H -0.4606 1.8198 2.5490 -0.205 0.074 -0.415
H 0.0614 0.3614 3.2561 -0.581 -0.488 0.128
H -1.6874 0.5710 2.6326 -0.001 -0.240 0.358
C 0.8468 -0.7370 -2.3210 -0.961 -0.075 0.090
O -0.5722 -0.6101 -2.3513 -0.079 0.415 -0.513
H -0.8678 -0.0139 -1.6280 0.581 -0.426 0.371
H 1.1112 -1.4027 -1.5072 0.388 -0.129 0.145
H 1.1328 -1.1576 -3.2905 0.145 0.018 0.113
H 1.3544 0.2157 -2.1627 0.007 0.095 -0.032
```
Forces are in eV/Å.

- Total energy: -344.28513 Eh
- Energy relative to the best compared isomer or geometry (same formula, charge and spin): 0.6827 eV
- Charge: -1
- Frontier orbital gap: 8.668 eV


DFT (wB97M-V/def2-TZVPD) results for C3H7O3 as an isolated structure at a distorted geometry.

```
13
Properties=species:S:1:pos:R:3:forces:R:3
C -1.1264 -0.9350 -0.1104 0.460 -0.298 0.160
O -0.8383 0.3613 -0.4506 0.430 0.113 -0.684
C -0.4052 -1.3519 1.1891 0.112 0.175 -0.059
H -0.7811 -1.6573 -0.8821 -0.180 -0.008 -0.038
H -2.2142 -1.1066 -0.0016 0.016 0.079 0.045
H -0.6535 -2.3619 1.5424 -0.050 0.067 -0.098
H -0.5982 -0.6281 1.9859 -0.189 -0.051 -0.031
H 0.6690 -1.2977 0.9965 0.031 -0.101 0.042
O 2.3565 2.7210 -0.2647 0.534 0.457 0.104
C 1.4249 2.1572 -0.7872 -0.685 -1.204 -0.656
O 1.3995 0.9281 -1.2349 0.442 0.239 0.201
H 0.4465 2.6348 -0.9683 -0.046 0.452 0.296
H 0.3205 0.5363 -1.0141 -0.876 0.080 0.717
```
Forces are in eV/Å.

- Total energy: -344.26757 Eh
- Energy relative to the best compared isomer or geometry (same formula, charge and spin): 1.1605 eV
- Charge: -1
- Frontier orbital gap: 8.625 eV


DFT (wB97M-V/def2-TZVPD) results for a 2-piece molecular cluster, C3H7O3 overall at a distorted geometry.

```
13
Properties=species:S:1:pos:R:3:forces:R:3
O -0.3014 2.0570 -1.4243 -0.005 0.431 -0.237
C -0.0855 0.9252 -0.9761 -0.563 -0.657 0.468
O 1.0094 0.3293 -0.8347 0.570 -0.185 0.122
C -1.3376 0.0902 -0.5146 0.523 0.714 -0.881
C -1.2964 -0.2442 0.9575 -0.543 0.067 0.307
H -1.3480 -0.7933 -1.1613 0.005 -0.202 0.293
H -2.2064 0.6858 -0.7949 -0.189 -0.013 0.254
H -1.3386 0.6511 1.5810 0.051 0.240 -0.151
H -0.3767 -0.7492 1.2341 0.034 -0.314 -0.084
H -2.1833 -0.8226 1.2492 0.274 -0.238 0.040
H 2.3853 -0.4940 0.2732 0.076 0.264 -0.353
H 3.8043 -0.8992 -0.1884 -0.317 0.145 0.033
O 3.2750 -0.7362 0.5993 0.083 -0.252 0.189
```
Forces are in eV/Å.

- Total energy: -344.30339 Eh
- Energy relative to the best compared isomer or geometry (same formula, charge and spin): 0.1859 eV
- Charge: -1
- Frontier orbital gap: 8.392 eV


DFT (wB97M-V/def2-TZVPD) results for a 2-piece molecular cluster, C3H7O3 overall at a distorted geometry.

```
13
Properties=species:S:1:pos:R:3:forces:R:3
C -0.0716 0.5008 -2.4096 1.240 0.567 -1.695
O 1.0918 1.1152 -1.8454 -0.774 -0.478 1.555
H 0.9128 1.0222 -0.8416 0.357 0.229 -1.315
H -0.9254 0.7386 -1.8016 -0.581 -0.149 0.148
H -0.1882 0.9403 -3.4718 -0.023 -0.718 1.493
H 0.0815 -0.5976 -2.5021 -0.337 0.506 0.064
C 0.5660 -1.3241 1.7983 1.762 1.444 0.427
C -0.3735 -0.3462 1.1531 -1.666 0.272 -0.666
O 0.1172 0.7312 0.7543 1.001 0.931 -0.344
O -1.5821 -0.6512 1.0239 0.241 -0.481 0.383
H 0.6700 -1.0905 2.8797 0.354 0.211 -0.646
H 1.5387 -1.2831 1.2368 -0.695 -0.069 0.896
H 0.1693 -2.2741 1.7872 -0.880 -2.264 -0.299
```
Forces are in eV/Å.

- Total energy: -344.27786 Eh
- Energy relative to the best compared isomer or geometry (same formula, charge and spin): 0.8804 eV
- Charge: -1
- Frontier orbital gap: 8.418 eV


DFT (wB97M-V/def2-TZVPD) results for a 2-piece molecular cluster, C3H7O4 overall at a distorted geometry.

```
14
Properties=species:S:1:pos:R:3:forces:R:3
O 0.9862 -1.0763 0.0330 0.252 0.102 0.338
C 0.7117 -0.2759 0.9761 -0.071 -0.433 -0.121
O 0.8823 -0.4525 2.1966 0.007 0.212 -0.249
C -0.0291 1.0011 0.5104 -0.067 -0.035 0.764
C -1.4460 0.6163 0.1662 -0.631 0.943 -0.603
O -2.1889 1.7332 -0.4349 0.050 -0.182 0.170
H 0.4537 1.4162 -0.3630 0.086 0.034 -0.347
H -0.0338 1.7551 1.3044 0.047 -0.076 0.005
H -1.4317 -0.1634 -0.5914 -0.069 -0.073 0.045
H -2.0379 0.3047 1.0264 0.305 -0.354 0.178
H -2.5859 2.2549 0.2750 0.289 -0.224 -0.153
H 1.4592 -2.2616 -2.7436 -0.080 0.064 -0.211
H 1.3131 -1.2264 -1.6596 -0.595 0.375 -0.181
O 1.1896 -1.3427 -2.6405 0.476 -0.351 0.364
```
Forces are in eV/Å.

- Total energy: -419.54166 Eh
- Energy relative to the best compared isomer or geometry (same formula, charge and spin): 0.1487 eV
- Charge: -1
- Frontier orbital gap: 8.230 eV


DFT (wB97M-V/def2-TZVPD) results for C3H7O5PS as an isolated structure at a distorted geometry.

```
17
Properties=species:S:1:pos:R:3:forces:R:3
C 0.1054 1.3926 0.0485 0.723 1.488 -2.228
C 1.6164 1.3969 0.0397 1.546 -1.193 -0.956
C -2.5336 -1.5978 -0.0812 -1.893 0.718 -0.279
O -0.8795 -0.3314 2.0904 -0.250 -0.191 1.181
O 3.3918 -0.5890 -0.2479 0.951 -0.500 0.038
O 1.5772 -0.2616 -1.9002 -0.270 -0.819 0.155
O 1.1571 -1.1702 0.4202 -2.932 1.862 -0.103
O -1.5191 -0.6307 -0.4269 1.215 0.407 1.130
P -0.4944 -0.1608 0.7181 1.356 -1.152 -2.853
S 2.0402 -0.3002 -0.5423 0.175 2.173 0.055
H -0.1619 2.2898 0.5997 -0.860 -0.240 0.171
H -0.1556 1.5109 -1.0719 -0.281 -0.427 1.960
H 2.2167 2.1216 -0.5644 -1.278 -0.617 -0.486
H 2.0975 1.5995 0.9525 0.140 -0.429 1.843
H -3.5277 -1.0057 0.0636 1.695 -1.059 -0.288
H -2.2747 -2.0213 0.9176 -0.358 -0.430 -1.157
H -2.6556 -2.2424 -1.0155 0.322 0.410 1.816
```
Forces are in eV/Å.

- Total energy: -1234.27598 Eh
- Energy relative to the best compared isomer or geometry (same formula, charge and spin): 0.7936 eV
- Frontier orbital gap: 11.484 eV


Which value of total energy does entry 4 give?
-667.19834 Eh